[1]
Computed, not measured: the ion C7H13N4 with charge +1 at a distorted geometry, with ωB97M-V with the def2-TZVPD basis set.

Properties
Kohn-Sham gap ... 9.508 eV
Total charge ... +1
F_max ... 5.2 eV Å⁻¹
Structure (SMILES) ... Cn1cnc2c1[C@H](N)C[NH2+]C2

Atoms and positions in Å:
C: -2.4599 -0.9767 -1.3714
N: -1.6294 0.0808 -0.9106
C: -2.0358 1.4078 -0.7344
N: -1.1593 2.2188 -0.2005
C: -0.0879 1.3680 -0.0326
C: -0.3983 0.0535 -0.3219
C: 0.6125 -1.1075 -0.0237
N: 0.4975 -1.5473 1.3103
C: 1.9298 -0.3986 -0.1634
N: 1.7968 0.5504 1.0110
C: 1.1162 1.8425 0.6840
H: -3.1805 -0.5750 -2.1269
H: -1.5814 -1.6405 -1.9019
H: -3.0323 -1.5490 -0.5746
H: -3.0261 1.5456 -0.8699
H: 0.4128 -1.9426 -0.7509
H: -0.5194 -1.6894 1.6890
H: 1.0221 -2.3208 1.4886
H: 2.8758 -1.0188 0.0663
H: 2.0416 0.1154 -1.1702
H: 2.6253 0.9562 1.4269
H: 1.4461 -0.1249 1.7488
H: 1.8776 2.4625 0.0963
H: 0.8563 2.2900 1.6314

***

[2]
Computed, not measured: the molecule C20H18N2O7S at a distorted geometry, with ωB97M-V with the def2-TZVPD basis set.

Properties
Kohn-Sham gap ... 8.762 eV
Total charge ... 0
F_max ... 1.1 eV Å⁻¹
Structure (SMILES) ... O=C(OCN1C(=O)c2ccccc2C1=O)c1cccc(S(=O)(=O)N2CCOCC2)c1

Atoms and positions in Å:
O: -0.9914 -1.1894 -1.4226
C: -0.6389 -1.9201 -0.5323
O: -1.4217 -2.8700 0.0115
C: -2.7570 -2.9511 -0.4381
N: -3.4624 -1.7092 -0.2698
C: -3.4058 -0.9291 0.8839
O: -2.8640 -1.2472 1.9094
C: -4.1395 0.3128 0.5454
C: -4.4113 1.4270 1.3117
C: -5.1287 2.4602 0.7167
C: -5.5545 2.3725 -0.5999
C: -5.2803 1.2479 -1.3723
C: -4.5687 0.2240 -0.7821
C: -4.1263 -1.0783 -1.3274
O: -4.2975 -1.5673 -2.4099
C: 0.6930 -1.8733 0.1160
C: 0.8623 -2.2592 1.4436
C: 2.1068 -2.1548 2.0400
C: 3.1815 -1.6530 1.3225
C: 2.9979 -1.2645 0.0098
S: 4.3799 -0.5725 -0.9079
O: 4.2069 -0.9024 -2.2902
O: 5.5916 -0.9551 -0.2442
N: 4.3025 1.0919 -0.8119
C: 4.6406 1.6878 0.4556
C: 3.3708 1.9046 1.3149
O: 2.2404 1.3440 0.6879
C: 1.9965 1.9208 -0.5760
C: 3.2165 1.7314 -1.5117
C: 1.7724 -1.3767 -0.6083
H: -2.8031 -3.1938 -1.5088
H: -3.2077 -3.7461 0.1654
H: -4.0762 1.4879 2.3353
H: -5.3571 3.3459 1.2905
H: -6.1080 3.1917 -1.0339
H: -5.6069 1.1730 -2.3976
H: 0.0117 -2.6214 1.9996
H: 2.2384 -2.4577 3.0677
H: 4.1647 -1.5636 1.7575
H: 5.1466 2.6403 0.2651
H: 5.3448 1.0075 0.9328
H: 3.4472 1.4018 2.2798
H: 3.2022 2.9790 1.4851
H: 1.1089 1.4159 -0.9593
H: 1.7725 2.9914 -0.4526
H: 3.5714 2.6979 -1.8854
H: 2.9831 1.0935 -2.3629
H: 1.6558 -1.0951 -1.6429

***

[3]
Computed, not measured: a structure of composition C31H71InNO4S2 at a distorted geometry, with ωB97M-V with the def2-TZVPD basis set.

Properties
Kohn-Sham gap ... 7.114 eV
Total charge ... -1
F_max ... 1.5 eV Å⁻¹

Atoms and positions in Å:
C: 0.7045 1.5396 -2.9313
C: 0.2282 2.7719 -2.1271
C: 0.7852 2.8501 -0.6888
C: -0.2045 2.4920 0.4329
C: -1.0529 1.2292 0.2336
C: -0.2659 -0.0645 -0.0112
C: -1.2359 -1.2098 -0.4077
C: -1.1408 -1.6573 -1.8822
C: -2.2366 -0.9715 -2.7378
C: -2.0240 -1.1734 -4.2608
C: -1.9192 0.1438 -5.0806
In: -0.4054 -0.0572 -6.6974
C: 0.8286 -1.8908 -6.4664
C: 1.5168 -2.0585 -5.0954
C: 1.4190 -3.5353 -4.6509
S: 2.3167 -3.9019 -3.1062
N: 0.9949 1.6543 -6.7752
C: 2.0809 1.4326 -6.3709
S: 3.4956 1.1594 -5.5998
H: 1.6166 1.1379 -2.4864
H: 0.9215 1.8063 -3.9640
H: -0.0363 0.7423 -2.9411
H: 0.6247 3.6361 -2.6688
H: -0.8593 2.8652 -2.1627
H: 1.0752 3.8929 -0.5253
H: 1.7048 2.2657 -0.6300
H: 0.3885 2.3404 1.3450
H: -0.8621 3.3398 0.6431
H: -1.8281 1.3805 -0.5230
H: -1.5982 1.0750 1.1731
H: 0.5610 0.0643 -0.7080
H: 0.1810 -0.3245 0.9518
H: -1.0080 -2.0759 0.2209
H: -2.2506 -0.8870 -0.1660
H: -1.3493 -2.7289 -1.9342
H: -0.1600 -1.4334 -2.2990
H: -3.2164 -1.3591 -2.4439
H: -2.2257 0.0936 -2.4892
H: -1.0977 -1.7454 -4.3737
H: -2.8217 -1.7941 -4.6731
H: -1.7437 1.0163 -4.4508
H: -2.8844 0.3070 -5.5702
H: -1.2041 -0.1047 -8.3023
H: 1.5720 -1.8926 -7.2680
H: 0.1622 -2.7374 -6.6643
H: 1.0380 -1.4558 -4.3199
H: 2.5796 -1.8237 -5.1401
H: 0.3744 -3.8010 -4.4922
H: 1.8389 -4.1420 -5.4525
H: 3.1752 -2.8702 -3.0294
C: -0.1116 -0.5576 5.6784
C: -0.9973 -0.0714 4.5426
O: -1.0983 -0.9822 3.4666
C: -1.6474 -2.2515 3.7632
C: -3.0713 -2.1975 4.2882
H: 0.8811 -0.8181 5.3060
H: -0.0093 0.2222 6.4345
H: -0.5254 -1.4415 6.1671
H: -0.5676 0.8347 4.1129
H: -1.9933 0.1976 4.9143
H: -0.9972 -2.7986 4.4564
H: -1.6318 -2.8014 2.8217
H: -3.1305 -1.6922 5.2548
H: -3.4654 -3.2063 4.4171
H: -3.7164 -1.6597 3.5924
C: -8.3278 -4.0536 3.3885
C: -6.9998 -3.4193 3.7671
O: -6.4565 -2.5831 2.7656
C: -7.2376 -1.4651 2.3885
C: -7.5151 -0.4956 3.5248
H: -8.2360 -4.5990 2.4483
H: -8.6484 -4.7470 4.1671
H: -9.1146 -3.3079 3.2642
H: -6.2571 -4.2026 3.9225
H: -7.0883 -2.8763 4.7156
H: -8.1737 -1.7904 1.9200
H: -6.6617 -0.9583 1.6142
H: -8.1298 -0.9464 4.3061
H: -8.0460 0.3801 3.1502
H: -6.5811 -0.1689 3.9847
C: 5.9079 -2.1847 3.3907
C: 4.4898 -2.4418 3.8724
O: 3.7730 -1.2682 4.2030
C: 3.5887 -0.3381 3.1465
C: 2.8235 -0.8927 1.9592
H: 6.4613 -1.5985 4.1263
H: 6.4276 -3.1303 3.2316
H: 5.9238 -1.6356 2.4485
H: 4.5210 -3.0296 4.7910
H: 3.9359 -3.0356 3.1368
H: 4.5528 0.0742 2.8272
H: 3.0278 0.4885 3.5846
H: 3.3687 -1.6945 1.4578
H: 2.6449 -0.1060 1.2260
H: 1.8614 -1.2971 2.2786
C: 4.4842 4.7980 -2.6020
C: 3.8244 5.5119 -1.4355
O: 4.2346 5.0376 -0.1631
C: 5.6116 5.1570 0.1273
C: 6.1263 6.5870 0.1134
H: 4.3297 3.7206 -2.5336
H: 4.0609 5.1502 -3.5426
H: 5.5610 4.9755 -2.6356
H: 2.7485 5.3415 -1.4786
H: 3.9761 6.5958 -1.5044
H: 6.2029 4.5289 -0.5489
H: 5.7343 4.7394 1.1276
H: 6.0664 7.0314 -0.8812
H: 7.1714 6.6140 0.4256
H: 5.5412 7.2106 0.7912

***

[4]
Computed, not measured: a cluster of 4 separate species, C3H16NO4 in total at a distorted geometry, with ωB97M-V with the def2-TZVPD basis set.

Properties
Kohn-Sham gap ... 11.333 eV
Total charge ... +1
F_max ... 1.3 eV Å⁻¹

Atoms and positions in Å:
C: -0.6381 -0.0969 0.8198
O: -0.5200 -0.9108 -0.3167
C: 0.6680 -0.1578 1.6306
C: 0.4240 -0.6716 3.0536
N: 1.5976 -1.0848 0.9072
H: -0.9221 0.9380 0.6055
H: -1.4985 -0.4047 1.4292
H: -1.1071 -0.6072 -1.0334
H: 1.1515 0.8068 1.7229
H: 0.0149 0.1147 3.6842
H: 1.3111 -1.0987 3.5123
H: -0.3531 -1.4417 3.0099
H: 2.3569 -1.4732 1.4730
H: 1.0316 -1.8235 0.4596
H: 2.0251 -0.5788 0.1272
H: -1.6859 2.6233 -1.1520
H: -0.8312 2.6160 -2.3821
O: -0.9246 2.1668 -1.5311
H: -3.7863 -0.7309 -1.6277
H: -2.9839 -2.0378 -1.9425
O: -2.9100 -1.1250 -1.6327
H: 1.6474 1.6251 -1.9033
H: 2.9405 1.3875 -2.6704
O: 2.6073 1.5728 -1.7853